1.
The following is a quantum chemistry calculation of 10 unconnected molecules or ions with the total composition C16H50F6O9P in a non-equilibrium geometry, from the OMol25 dataset.

Summary:
E   -61428.504 eV
Net charge   -1
E_HOMO   -8.430 eV
Multiplicity   1
Energy relative to the best compared isomer or geometry (same formula, charge and spin)   3.413 eV
E_LUMO   2.0508 eV

Atoms and positions in Å:
P  -0.747  0.334  0.832
F  0.095  0.680  -0.569
F  -0.735  1.878  1.288
F  -2.083  0.402  0.078
F  -1.504  0.024  2.297
F  -0.689  -1.258  0.461
F  0.677  0.238  1.627
C  5.576  5.851  -4.355
C  5.530  7.164  -5.174
O  6.846  7.642  -5.384
H  6.140  5.851  -3.422
H  6.053  5.069  -4.946
H  4.565  5.575  -4.054
H  4.965  7.807  -4.500
H  5.135  7.249  -6.187
H  6.749  8.219  -6.145
C  7.498  -1.901  -3.735
C  6.028  -1.686  -3.354
O  5.341  -1.196  -4.492
H  7.975  -1.261  -4.477
H  7.515  -2.935  -4.079
H  8.100  -1.969  -2.829
H  5.970  -0.723  -2.846
H  5.446  -2.502  -2.924
H  4.514  -0.761  -4.269
C  -9.603  -1.555  -6.714
C  -8.844  -0.600  -5.820
O  -8.677  -1.118  -4.484
H  -10.621  -1.711  -6.356
H  -9.069  -2.500  -6.814
H  -9.656  -1.064  -7.686
H  -9.320  0.380  -5.772
H  -7.903  -0.375  -6.323
H  -7.831  -1.555  -4.368
C  -2.470  -6.813  -2.759
C  -2.986  -5.755  -3.716
O  -3.708  -4.868  -2.879
H  -1.888  -6.322  -1.980
H  -1.763  -7.511  -3.207
H  -3.314  -7.343  -2.318
H  -3.563  -6.291  -4.469
H  -2.221  -5.119  -4.162
H  -3.061  -4.266  -2.504
C  -8.897  -4.657  3.658
C  -7.348  -4.432  3.595
O  -7.239  -3.012  3.372
H  -9.353  -3.955  4.356
H  -9.149  -5.700  3.851
H  -9.316  -4.367  2.694
H  -6.876  -4.979  2.779
H  -6.774  -4.808  4.441
H  -6.392  -2.857  2.947
O  -4.356  5.322  3.192
H  -4.193  4.613  2.570
H  -3.484  5.604  3.468
O  -4.763  5.527  -3.668
H  -4.023  5.107  -3.230
H  -4.367  6.029  -4.381
C  5.682  -5.202  4.390
C  4.967  -4.326  5.426
C  3.603  -4.855  5.930
O  5.837  -3.992  6.491
H  5.035  -5.634  3.625
H  6.030  -6.080  4.935
H  6.639  -4.885  3.976
H  4.767  -3.403  4.881
H  2.871  -4.672  5.143
H  3.416  -4.556  6.962
H  3.610  -5.945  5.917
H  6.600  -3.600  6.060
C  4.068  6.075  4.284
C  3.292  6.538  5.536
C  2.676  7.925  5.310
O  2.191  5.669  5.768
H  5.040  6.567  4.249
H  3.558  6.147  3.323
H  4.415  5.053  4.435
H  3.946  6.505  6.407
H  3.437  8.662  5.052
H  2.084  8.462  6.052
H  2.012  7.841  4.450
H  2.294  4.871  5.245


2.
The following is a quantum chemistry calculation of 9 unconnected molecules or ions with the total composition C16H50O9 in a non-equilibrium geometry, from the OMol25 dataset.

Summary:
E   -35827.516 eV
E_HOMO   -9.866 eV
Multiplicity   1
SMILES   CCO.CCO.CCO.CCO.CCO.CCO.CCO.CO.CO
Energy relative to the best compared isomer or geometry (same formula, charge and spin)   2.268 eV
E_LUMO   0.5749 eV

Atoms and positions in Å:
C  2.468  1.009  -2.982
C  3.891  0.814  -2.522
O  3.950  1.137  -1.120
H  2.521  0.689  -4.029
H  2.188  2.059  -3.026
H  1.756  0.419  -2.412
H  4.606  1.453  -3.051
H  4.264  -0.200  -2.698
H  4.864  1.173  -0.825
C  -3.910  1.054  -1.732
C  -3.814  0.682  -3.222
O  -2.512  0.158  -3.486
H  -3.721  0.220  -1.051
H  -4.924  1.319  -1.409
H  -3.233  1.867  -1.468
H  -3.860  1.551  -3.873
H  -4.550  -0.092  -3.453
H  -2.320  -0.573  -2.870
C  2.262  3.183  1.229
C  1.559  3.642  -0.032
O  0.273  3.067  -0.051
H  1.666  3.218  2.137
H  3.158  3.794  1.366
H  2.613  2.163  1.037
H  2.141  3.362  -0.914
H  1.578  4.739  0.086
H  -0.190  3.204  -0.914
C  1.463  -3.395  3.805
C  2.003  -4.654  3.179
O  1.266  -4.939  1.961
H  0.665  -3.546  4.531
H  1.111  -2.675  3.067
H  2.301  -2.910  4.311
H  1.928  -5.574  3.765
H  3.072  -4.551  2.967
H  1.837  -5.503  1.430
C  -1.060  0.089  4.548
C  -1.423  -0.853  5.686
O  -0.527  -0.709  6.796
H  -0.081  -0.210  4.174
H  -0.970  1.136  4.842
H  -1.817  0.056  3.766
H  -1.280  -1.895  5.373
H  -2.470  -0.754  5.989
H  -0.942  -1.141  7.547
C  -0.673  5.201  -3.039
C  -1.185  3.832  -3.407
O  -0.451  2.863  -2.646
H  -0.619  5.256  -1.949
H  -1.238  6.052  -3.416
H  0.349  5.379  -3.382
H  -1.070  3.666  -4.486
H  -2.262  3.671  -3.304
H  -0.995  2.060  -2.646
C  -3.087  -3.422  -1.480
C  -1.946  -2.732  -0.743
O  -1.568  -1.543  -1.404
H  -2.960  -3.245  -2.555
H  -4.097  -3.094  -1.241
H  -3.019  -4.505  -1.371
H  -1.106  -3.409  -0.572
H  -2.380  -2.529  0.250
H  -0.771  -1.190  -0.956
C  -0.539  -0.091  1.198
O  0.054  0.133  -0.075
H  -1.623  -0.052  1.115
H  -0.167  -1.029  1.614
H  -0.141  0.618  1.927
H  0.204  1.069  -0.234
C  2.019  -2.403  -0.712
O  3.024  -3.353  -1.039
H  2.481  -1.544  -0.217
H  1.360  -2.041  -1.495
H  1.387  -2.822  0.081
H  3.218  -3.880  -0.264


3.
The following is a quantum chemistry calculation of 9 unconnected molecules or ions with the total composition C16H51BF4N11O8 in a non-equilibrium geometry, from the OMol25 dataset.

Summary:
E   -61748.140 eV
Net charge   -1
E_HOMO   -6.488 eV
Multiplicity   1
Energy relative to the best compared isomer or geometry (same formula, charge and spin)   0.000 eV
E_LUMO   2.1580 eV

Atoms and positions in Å:
B  14.826  20.258  11.863
F  15.375  19.389  12.797
F  15.074  21.587  12.217
F  15.299  19.954  10.582
F  13.434  20.050  11.817
C  18.513  20.094  14.209
O  19.660  20.244  14.595
N  17.497  20.988  14.429
N  18.081  19.063  13.415
H  17.722  21.913  14.745
H  16.608  20.848  13.987
H  18.720  18.317  13.212
H  17.105  18.815  13.423
C  17.535  22.393  9.063
O  17.735  23.033  8.022
N  17.984  21.135  9.232
N  17.039  22.963  10.195
H  17.645  20.690  10.065
H  18.326  20.773  8.357
H  16.892  22.415  11.022
H  16.577  23.849  10.098
C  11.834  22.874  10.248
O  10.956  23.415  9.580
N  11.663  21.631  10.817
N  13.076  23.370  10.497
H  10.704  21.430  11.040
H  12.506  21.277  11.254
H  13.344  24.201  9.998
H  13.774  22.896  11.034
C  12.393  23.879  14.987
O  12.519  24.995  15.502
N  11.201  23.384  14.550
N  13.448  23.126  14.641
H  11.120  22.428  14.234
H  10.401  23.986  14.566
H  14.411  23.300  14.848
H  13.243  22.193  14.312
C  17.216  17.068  11.308
C  17.862  16.036  10.362
C  17.155  15.942  9.028
O  17.778  15.157  8.060
C  17.040  14.915  6.882
N  19.195  16.572  10.011
H  16.166  16.906  11.555
H  17.409  18.087  10.978
H  17.813  16.947  12.211
H  17.955  15.059  10.840
H  17.102  16.972  8.642
H  16.138  15.544  9.168
H  16.353  14.084  7.058
H  17.761  14.633  6.116
H  16.496  15.771  6.473
H  19.806  16.718  10.811
H  18.989  17.540  9.770
C  12.844  16.496  10.939
C  12.476  16.300  12.422
C  13.199  15.085  13.069
O  13.017  13.908  12.335
C  11.714  13.348  12.402
N  12.754  17.576  13.110
H  12.236  15.824  10.334
H  13.913  16.259  10.903
H  12.794  17.519  10.570
H  11.442  15.949  12.506
H  12.774  15.030  14.084
H  14.233  15.335  13.328
H  11.595  12.597  11.624
H  10.862  14.026  12.424
H  11.709  12.798  13.352
H  13.467  17.236  13.753
H  13.223  18.164  12.437
C  14.765  18.269  7.519
C  13.929  19.463  7.192
C  12.554  19.283  7.859
O  11.692  20.401  7.782
C  11.113  20.593  6.488
N  14.516  20.642  7.860
H  14.210  17.331  7.444
H  15.147  18.332  8.539
H  15.656  18.243  6.887
H  13.798  19.794  6.160
H  12.674  19.147  8.937
H  12.006  18.386  7.527
H  11.848  20.413  5.702
H  10.856  21.651  6.456
H  10.235  19.949  6.415
H  13.777  21.308  8.072
H  14.838  20.386  8.793
O  11.605  20.570  14.051
H  12.067  19.977  13.443
H  11.737  20.175  14.919


Copy entry 1 word for word.
The following is a quantum chemistry calculation of 10 unconnected molecules or ions with the total composition C16H50F6O9P in a non-equilibrium geometry, from the OMol25 dataset.

Summary:
E   -61428.504 eV
Net charge   -1
E_HOMO   -8.430 eV
Multiplicity   1
Energy relative to the best compared isomer or geometry (same formula, charge and spin)   3.413 eV
E_LUMO   2.0508 eV

Atoms and positions in Å:
P  -0.747  0.334  0.832
F  0.095  0.680  -0.569
F  -0.735  1.878  1.288
F  -2.083  0.402  0.078
F  -1.504  0.024  2.297
F  -0.689  -1.258  0.461
F  0.677  0.238  1.627
C  5.576  5.851  -4.355
C  5.530  7.164  -5.174
O  6.846  7.642  -5.384
H  6.140  5.851  -3.422
H  6.053  5.069  -4.946
H  4.565  5.575  -4.054
H  4.965  7.807  -4.500
H  5.135  7.249  -6.187
H  6.749  8.219  -6.145
C  7.498  -1.901  -3.735
C  6.028  -1.686  -3.354
O  5.341  -1.196  -4.492
H  7.975  -1.261  -4.477
H  7.515  -2.935  -4.079
H  8.100  -1.969  -2.829
H  5.970  -0.723  -2.846
H  5.446  -2.502  -2.924
H  4.514  -0.761  -4.269
C  -9.603  -1.555  -6.714
C  -8.844  -0.600  -5.820
O  -8.677  -1.118  -4.484
H  -10.621  -1.711  -6.356
H  -9.069  -2.500  -6.814
H  -9.656  -1.064  -7.686
H  -9.320  0.380  -5.772
H  -7.903  -0.375  -6.323
H  -7.831  -1.555  -4.368
C  -2.470  -6.813  -2.759
C  -2.986  -5.755  -3.716
O  -3.708  -4.868  -2.879
H  -1.888  -6.322  -1.980
H  -1.763  -7.511  -3.207
H  -3.314  -7.343  -2.318
H  -3.563  -6.291  -4.469
H  -2.221  -5.119  -4.162
H  -3.061  -4.266  -2.504
C  -8.897  -4.657  3.658
C  -7.348  -4.432  3.595
O  -7.239  -3.012  3.372
H  -9.353  -3.955  4.356
H  -9.149  -5.700  3.851
H  -9.316  -4.367  2.694
H  -6.876  -4.979  2.779
H  -6.774  -4.808  4.441
H  -6.392  -2.857  2.947
O  -4.356  5.322  3.192
H  -4.193  4.613  2.570
H  -3.484  5.604  3.468
O  -4.763  5.527  -3.668
H  -4.023  5.107  -3.230
H  -4.367  6.029  -4.381
C  5.682  -5.202  4.390
C  4.967  -4.326  5.426
C  3.603  -4.855  5.930
O  5.837  -3.992  6.491
H  5.035  -5.634  3.625
H  6.030  -6.080  4.935
H  6.639  -4.885  3.976
H  4.767  -3.403  4.881
H  2.871  -4.672  5.143
H  3.416  -4.556  6.962
H  3.610  -5.945  5.917
H  6.600  -3.600  6.060
C  4.068  6.075  4.284
C  3.292  6.538  5.536
C  2.676  7.925  5.310
O  2.191  5.669  5.768
H  5.040  6.567  4.249
H  3.558  6.147  3.323
H  4.415  5.053  4.435
H  3.946  6.505  6.407
H  3.437  8.662  5.052
H  2.084  8.462  6.052
H  2.012  7.841  4.450
H  2.294  4.871  5.245